[1]
9
Properties=species:S:1:pos:R:3:forces:R:3 method="wB97M-V/def2-TZVPD" lumo_ev=0.6975 smiles=O[C@H](Cl)C(Cl)Cl homo_lumo_gap_ev=11.568 molar_mass_g_mol=149.40 total_charge=0
O 1.3626 0.3989 0.7680 -0.17 -0.67 1.69
C 0.2738 0.7195 0.0320 -0.12 -1.86 -2.82
Cl -0.7973 1.8022 0.9240 -0.15 0.19 -0.43
C -0.5944 -0.5837 -0.5433 3.12 -0.03 1.81
Cl -0.9285 -1.7186 0.7610 0.06 -0.15 0.60
Cl 0.4004 -1.4367 -1.7823 -0.34 0.60 0.30
H 1.0479 0.1961 1.6763 0.47 -0.12 -0.56
H 0.7735 1.0364 -0.9170 -1.17 0.93 0.61
H -1.5379 -0.4140 -0.9188 -1.69 1.11 -1.20

***

[2]
10
Properties=species:S:1:pos:R:3:forces:R:3 method="wB97M-V/def2-TZVPD" lumo_ev=0.3018 smiles=OC(O)C(Cl)(Cl)Cl homo_lumo_gap_ev=11.157 molar_mass_g_mol=165.40 total_charge=0
O 1.0788 -1.1719 -0.3436 0.77 -3.10 2.63
C 0.4292 -0.0262 -0.6043 0.11 0.92 1.55
O 1.1312 1.1228 -0.1624 0.14 -0.50 -5.13
C -0.9956 0.0624 0.1388 4.20 2.59 0.43
Cl -1.5473 1.5857 -0.3847 -1.56 1.68 -0.21
Cl -0.6799 0.1446 1.9917 -0.12 -0.29 -0.97
Cl -1.9361 -1.1593 -0.2644 -3.05 -3.80 -0.86
H 0.9726 -1.5605 0.5968 0.14 1.35 -2.04
H 0.4002 -0.1059 -1.7038 -0.80 1.19 0.38
H 1.1468 1.1084 0.7360 0.16 -0.03 4.23

***

[3]
10
Properties=species:S:1:pos:R:3:forces:R:3 method="wB97M-V/def2-TZVPD" lumo_ev=0.0784 homo_lumo_gap_ev=9.648 molar_mass_g_mol=128.51 total_charge=0
H -2.2359 -1.0599 -0.6694 4.41 -0.55 -0.26
N -1.0793 -1.3620 -0.6302 -0.33 3.77 2.68
C -0.3367 -0.3227 -0.1490 -4.53 -1.44 -2.12
N -0.7410 1.0363 -0.0438 1.01 1.15 -2.55
C 1.0781 -0.3864 0.5188 -0.42 1.97 -1.73
F 1.1398 -1.3984 1.3137 0.95 -0.81 0.28
F 1.1406 0.7770 1.2402 1.27 -1.37 0.37
Cl 2.5485 -0.1811 -0.7289 -1.79 -0.73 1.46
H 0.2706 1.5217 -0.4713 -4.62 -0.56 1.40
H -1.7848 1.3754 -0.3802 4.05 -1.43 0.46

***

[4]
9
Properties=species:S:1:pos:R:3:forces:R:3 method="wB97M-V/def2-TZVPD" lumo_ev=0.4783 smiles=F[C@@]1(Cl)CS1.F homo_lumo_gap_ev=10.080 molar_mass_g_mol=132.56 total_charge=0
F 0.0866 -0.1416 -1.4492 0.95 -1.61 -3.57
C 0.0528 0.4510 -0.3373 -0.46 1.24 3.56
Cl 1.3851 1.5793 -0.0114 -0.35 -0.56 -0.35
C -1.2719 0.8209 0.1332 0.05 1.38 0.86
S -0.6093 -0.5358 1.0629 1.14 -0.72 0.61
H -1.2773 1.7512 0.7020 -0.60 -0.15 -0.33
H -2.1006 0.4796 -0.4306 -0.73 0.42 -0.74
F 2.2029 -2.0598 -0.1276 -0.40 -0.19 0.38
H 1.5317 -2.3449 0.4579 0.40 0.18 -0.40

***

[5]
8
Properties=species:S:1:pos:R:3:forces:R:3 method="wB97M-V/def2-TZVPD" lumo_ev=-0.0153 smiles=C[C@@](F)(Cl)I homo_lumo_gap_ev=9.984 molar_mass_g_mol=208.40 total_charge=0
C -0.2505 -0.1738 0.0185 2.62 -0.45 1.21
C -1.5318 -0.8075 -0.3317 -0.56 -1.57 0.90
F -1.6826 -1.0970 -1.6183 0.46 0.01 -1.50
Cl -1.5635 -2.4013 0.4950 -0.54 0.00 0.26
I -3.2298 0.4683 0.0477 0.01 -0.11 0.49
H -0.1112 -0.1695 1.1919 -0.09 -0.07 -2.62
H 0.6958 -0.5452 -0.5905 -2.10 0.06 1.53
H -0.3718 0.8019 -0.3196 0.20 2.14 -0.27

***

[6]
8
Properties=species:S:1:pos:R:3:forces:R:3 method="wB97M-V/def2-TZVPD" lumo_ev=0.4966 homo_lumo_gap_ev=9.701 molar_mass_g_mol=95.50 total_charge=0
C 1.1884 -0.3478 -0.2262 -1.08 0.69 -1.15
C -1.1381 0.8941 -0.4442 -1.29 -0.84 -1.10
N 0.1041 -0.5927 0.3815 0.69 0.08 -1.74
F -2.2044 0.2087 -0.9491 1.07 0.27 0.03
Cl -1.7303 1.4015 1.0844 -0.33 0.85 1.27
H 2.1100 -0.5400 0.1465 2.78 -1.41 1.81
H 1.4002 0.1402 -1.1926 -1.63 0.22 0.28
H 0.2700 -1.1638 1.1997 -0.20 0.14 0.60

***

[7]
7
Properties=species:S:1:pos:R:3:forces:R:3 method="wB97M-V/def2-TZVPD" lumo_ev=-5.7829 smiles=C#[N+]CCl homo_lumo_gap_ev=10.509 molar_mass_g_mol=76.51 total_charge=+1
C 1.1775 1.1126 -0.0167 -5.17 -5.88 0.62
N 0.4089 0.2504 0.0690 4.71 4.91 -2.13
C -0.5032 -0.7510 -0.0166 -2.84 0.46 0.03
Cl -2.0973 0.0626 0.0051 0.09 -0.37 0.34
H 1.7935 1.8794 -0.0067 2.97 3.53 0.00
H -0.5376 -1.3381 -0.9046 0.91 -0.43 -0.63
H -0.2417 -1.2159 0.8704 -0.66 -2.23 1.77

***

[8]
9
Properties=species:S:1:pos:R:3:forces:R:3 method="wB97M-V/def2-TZVPD" lumo_ev=0.7728 smiles=c1ncon1.Cl homo_lumo_gap_ev=11.851 molar_mass_g_mol=106.51 total_charge=0
C 1.0920 -0.1329 0.2005 0.04 0.64 1.12
N 0.5338 -0.3730 1.4529 0.26 0.18 0.29
C -0.4456 -1.1711 1.2001 3.94 2.46 -4.28
O -0.5325 -1.4258 -0.1429 -0.47 -0.40 1.06
N 0.4912 -0.7311 -0.7425 -0.57 -0.78 -1.24
H 1.8896 0.5656 -0.0527 -0.12 -0.37 0.53
H -1.1224 -1.5170 1.8285 -3.00 -1.81 2.57
Cl -1.8123 0.9756 -2.2530 -0.41 -0.33 0.12
H -2.4721 -0.0637 -1.8451 0.33 0.41 -0.18